<one>
Molecular formula: C3H5NOS2
Method: DFT, ωB97M-V/def2-TZVPD

Summary:
LUMO	-2.47	eV
net charge	0

Each line ends with the Mulliken charge.
Positions of all 12 atoms, in Å:
C: -1.662 -0.200 -0.199  0.380
C: 0.764 -0.006 0.006  -0.270
C: 1.987 -0.990 -0.098  -0.431
H: -0.540 1.907 0.794  0.313
H: -2.510 1.631 -0.282  0.283
H: 0.886 0.426 1.052  0.238
H: 0.753 0.902 -0.798  0.365
H: 1.728 -2.011 0.071  0.324
N: -1.698 1.034 -0.222  -0.464
O: -0.416 -0.853 -0.141  -0.266
S: -2.919 -1.262 -0.054  -0.307
S: 3.627 -0.577 -0.129  -0.166

=====

<two>
Molecular formula: C3H5NOS2
Method: DFT, ωB97M-V/def2-TZVPD

Summary:
LUMO	0.49	eV
net charge	0

Each line ends with the Mulliken charge.
Positions of all 12 atoms, in Å:
C: -0.150 0.360 -1.152  0.170
C: -1.289 0.004 -0.185  -0.606
C: 0.900 0.217 0.969  -0.612
N: 0.989 0.365 -0.431  -0.184
O: -0.287 -2.148 0.626  -0.570
S: -0.138 0.839 -2.675  -0.376
S: -0.564 -0.878 1.224  0.425
H: -1.878 0.757 0.183  0.411
H: -1.958 -0.881 -0.575  0.316
H: 1.670 -0.400 1.438  0.383
H: 0.713 1.198 1.435  0.346
H: 1.992 0.567 -0.857  0.298

=====

The most stable arrangement is <two>, and the next structure is 4.040 eV less stable.

=====

<one>
Molecular formula: C5H5Cl2N
Method: DFT, ωB97M-V/def2-TZVPD

Summary:
LUMO (spin up / spin down)	-1.14 / -1.15	eV
net charge	0

Each line ends with the Mulliken charge.
Positions of all 13 atoms, in Å:
C: 0.084 -3.207 0.410  0.139
C: 0.180 0.734 1.038  -0.859
C: -0.592 0.130 0.138  0.067
C: -0.004 -0.460 -1.017  -0.678
C: 1.114 -2.249 0.351  0.248
N: -0.800 -3.963 0.301  -0.415
Cl: 2.562 -2.732 -0.554  -0.152
Cl: 1.339 -1.355 1.747  -0.042
H: -0.110 1.087 2.043  0.328
H: 1.185 1.216 0.924  0.318
H: -1.551 -0.172 0.499  0.284
H: 1.088 -0.375 -0.973  0.435
H: -0.582 -1.217 -1.653  0.328

=====

<two>
Molecular formula: C5H5Cl2N
Method: DFT, ωB97M-V/def2-TZVPD

Summary:
LUMO	0.67	eV
net charge	0

Each line ends with the Mulliken charge.
Positions of all 13 atoms, in Å:
C: 0.037 -1.899 0.205  -0.877
C: -1.134 0.441 -0.370  0.263
C: -0.736 1.665 -0.037  -0.357
C: 0.635 1.730 -0.021  -0.396
C: 1.100 0.410 -0.029  0.138
H: -0.340 -2.226 -0.832  0.378
H: 1.061 -2.145 0.498  0.345
H: -0.611 -1.915 1.102  0.267
H: -1.396 2.658 0.158  0.241
H: 1.141 2.685 0.127  0.380
N: 0.002 -0.381 -0.218  0.043
Cl: -2.443 -0.561 -0.271  -0.207
Cl: 2.684 -0.463 -0.313  -0.217

=====

The most stable arrangement is <two>, and the next structure is 2.243 eV less stable.

=====

<one>
Molecular formula: C7H19NO
Method: DFT, ωB97M-V/def2-TZVPD

Summary:
LUMO (spin up / spin down)	0.55 / 0.55	eV
net charge	0

Each line ends with the Mulliken charge.
Positions of all 28 atoms, in Å:
C: 1.642 1.106 0.246  -0.125
C: -1.219 0.539 1.406  -1.154
C: -1.358 1.259 -0.924  -1.145
C: 2.277 1.246 -1.108  -1.192
C: 2.366 0.211 1.213  -1.166
N: -0.809 0.317 0.035  0.144
H: 1.394 2.069 0.687  0.263
H: -0.874 1.509 1.767  0.348
H: -0.907 1.076 -1.897  0.338
H: -0.768 -0.224 2.037  0.338
H: -2.310 0.519 1.508  0.439
H: -2.446 1.145 -0.985  0.431
H: -1.085 2.274 -0.627  0.359
H: 2.350 -0.830 0.861  0.189
H: 2.267 0.286 -1.641  0.193
H: 1.755 1.985 -1.718  0.277
H: 3.325 1.572 -1.048  0.419
H: 1.912 0.241 2.205  0.264
H: 3.418 0.498 1.345  0.425
C: -1.772 -1.351 -0.488  0.299
C: -0.736 -2.426 -0.697  -1.297
O: -2.766 -1.757 0.411  -0.514
H: -2.340 -2.063 1.222  0.378
H: -2.307 -1.152 -1.424  0.363
H: 0.374 0.068 -0.138  0.122
H: -0.090 -2.221 -1.553  0.329
H: -0.113 -2.483 0.203  0.310
H: -1.179 -3.411 -0.896  0.364

=====

<two>
Molecular formula: C7H19NO
Method: DFT, ωB97M-V/def2-TZVPD

Summary:
LUMO	0.93	eV
net charge	0

Each line ends with the Mulliken charge.
Positions of all 28 atoms, in Å:
C: 0.230 -2.611 0.730  -0.638
C: -0.314 -1.341 1.509  0.356
C: -1.819 -1.372 1.744  -1.378
O: -0.303 -2.739 -0.562  -0.507
H: -1.263 -2.769 -0.493  0.300
H: 1.312 -2.521 0.610  0.331
H: -0.148 -3.372 1.448  0.373
H: 0.212 -1.272 2.463  0.410
H: -0.055 -0.464 0.909  -0.323
H: -2.137 -0.486 2.292  0.351
H: -2.105 -2.256 2.317  0.370
H: -2.360 -1.389 0.800  0.337
C: 0.338 2.330 -0.629  -0.431
C: -0.842 0.575 -1.767  -1.099
C: 1.492 0.335 -1.361  -1.238
C: 1.197 2.662 0.587  -1.237
N: 0.249 0.898 -0.869  0.384
H: 0.724 2.865 -1.516  0.299
H: -0.678 2.691 -0.444  0.369
H: 2.286 0.506 -0.636  0.335
H: -0.875 -0.504 -1.906  0.270
H: -1.784 0.905 -1.327  0.287
H: -0.733 1.048 -2.757  0.385
H: 1.365 -0.739 -1.487  0.346
H: 1.798 0.770 -2.326  0.375
H: 2.250 2.465 0.401  0.323
H: 0.875 2.067 1.439  0.239
H: 1.089 3.716 0.834  0.411

=====

The most stable arrangement is <two>, and the next structure is 4.454 eV less stable.